{"formula": "C2H3ClO2S", "method": "ωB97M-V with the def2-TZVPD basis set", "smiles": "C=C=O.OSCl", "e_lumo_ev": -0.5, "relative_energy_kcal_mol": 39.1, "charge": 0, "species": ["C", "C", "O", "H", "H", "O", "S", "Cl", "H"], "xyz": [[-1.115, 0.619, -0.602], [-2.320, 0.884, -0.323], [-3.380, 1.106, 0.066], [-0.623, 0.784, -1.533], [-0.606, 0.050, 0.118], [1.942, -1.431, 1.500], [1.794, -0.050, 0.634], [3.070, 0.098, -1.060], [1.236, -2.060, 1.200]]}

{"formula": "C2H3ClO2S", "method": "ωB97M-V with the def2-TZVPD basis set", "e_lumo_ev": 0.2, "relative_energy_kcal_mol": 84.0, "charge": 0, "species": ["C", "C", "O", "O", "S", "Cl", "H", "H", "H"], "xyz": [[0.274, -0.412, -0.498], [0.382, -0.767, 1.049], [-1.605, -2.152, 0.060], [0.548, -3.095, -0.548], [-0.221, -2.021, -0.114], [1.888, -0.668, 1.913], [-0.606, 0.738, -0.826], [1.295, -0.133, -0.717], [-0.511, -0.424, 1.645]]}

{"formula": "C2H3ClO2S", "method": "ωB97M-V with the def2-TZVPD basis set", "e_lumo_ev": [0.4, -2.4], "multiplicity": 3, "relative_energy_kcal_mol": 61.3, "charge": 0, "species": ["C", "C", "O", "O", "S", "Cl", "H", "H", "H"], "xyz": [[-0.642, -0.001, 0.228], [1.570, 0.199, -0.533], [-1.256, -0.273, -0.774], [0.561, 0.206, 0.538], [-1.961, 0.141, 1.932], [-3.315, -0.792, 0.837], [2.186, 1.058, -0.365], [0.870, 0.227, -1.454], [1.987, -0.765, -0.409]]}

{"formula": "C2H3ClS", "method": "ωB97M-V with the def2-TZVPD basis set", "e_lumo_ev": -0.3, "relative_energy_kcal_mol": 34.0, "charge": 0, "species": ["C", "C", "S", "Cl", "H", "H", "H"], "xyz": [[0.834, -0.446, 0.396], [-0.714, 0.388, -0.447], [2.283, -0.492, -0.239], [0.356, -1.105, 1.918], [-0.537, 1.212, -1.272], [-1.209, -0.467, -0.794], [-1.013, 0.910, 0.438]]}

{"formula": "C2H3ClS", "method": "ωB97M-V with the def2-TZVPD basis set", "e_lumo_ev": -0.5, "relative_energy_kcal_mol": 60.4, "charge": 0, "species": ["C", "C", "S", "Cl", "H", "H", "H"], "xyz": [[0.284, 0.244, -1.591], [-1.006, 0.364, -0.884], [-0.038, -0.761, -0.114], [-0.120, -0.431, 3.892], [0.341, -0.295, -2.529], [1.028, 1.025, -1.479], [-0.489, -0.147, 2.706]]}

{"formula": "C2H3ClSi", "method": "ωB97M-V with the def2-TZVPD basis set", "smiles": "C#C[SiH2]Cl", "e_lumo_ev": 0.7, "relative_energy_kcal_mol": 2.0, "charge": 0, "species": ["C", "C", "Si", "Cl", "H", "H", "H"], "xyz": [[0.712, -0.753, 1.694], [0.201, -0.301, 0.701], [-0.420, 0.350, -0.908], [-0.946, 2.376, -0.761], [1.298, -1.243, 2.413], [-1.567, -0.629, -1.441], [0.723, 0.199, -1.700]]}

{"formula": "C2H3ClSi", "method": "ωB97M-V with the def2-TZVPD basis set", "e_lumo_ev": [-1.0, -0.4], "relative_energy_kcal_mol": 150.1, "charge": 0, "species": ["C", "C", "Si", "Cl", "H", "H", "H"], "xyz": [[-0.107, 0.869, 0.039], [0.926, 0.183, 0.344], [-0.842, -0.843, 0.124], [2.606, -0.100, 0.134], [-0.035, 2.984, -0.510], [-1.687, -1.738, 1.146], [-0.860, -1.356, -1.276]]}

{"formula": "C2H3CuO2", "method": "ωB97M-V with the def2-TZVPD basis set", "e_lumo_ev": [-5.7, -6.0], "multiplicity": 2, "relative_energy_kcal_mol": 2.9, "charge": 1, "species": ["C", "C", "O", "O", "H", "H", "Cu", "H"], "xyz": [[0.160, -0.815, 0.318], [-0.198, 0.501, -0.062], [-0.836, 0.746, -1.110], [1.000, -0.984, 1.315], [0.282, 1.312, 0.518], [1.784, -1.482, 1.049], [-1.495, 2.232, -2.215], [-0.699, -1.511, 0.187]]}

What did the eighth record say?
{"formula": "C2H3CuO2", "method": "ωB97M-V with the def2-TZVPD basis set", "e_lumo_ev": [-5.7, -6.0], "multiplicity": 2, "relative_energy_kcal_mol": 2.9, "charge": 1, "species": ["C", "C", "O", "O", "H", "H", "Cu", "H"], "xyz": [[0.160, -0.815, 0.318], [-0.198, 0.501, -0.062], [-0.836, 0.746, -1.110], [1.000, -0.984, 1.315], [0.282, 1.312, 0.518], [1.784, -1.482, 1.049], [-1.495, 2.232, -2.215], [-0.699, -1.511, 0.187]]}

Q: Number 7 is which compound?
A: C2H3ClSi